{
  "formula": "C5H9N",
  "method": "ωB97M-V/def2-TZVPD",
  "e_lumo_ev": 1.24,
  "homo_ha": -0.30332,
  "gap_ev": 9.493,
  "mol_weight_g_mol": 83.13,
  "total_energy_ha": -250.44988,
  "smiles": "C1CC1N1CC1",
  "de_lowest_kj_mol": 569.9,
  "species": ["C", "C", "C", "C", "C", "H", "H", "H", "H", "H", "H", "H", "H", "H", "N"],
  "positions_angstrom": [[1.309, 1.206, 0.144], [0.281, 1.460, 1.319], [0.414, 0.101, 0.433], [-1.412, -1.277, -0.286], [-0.478, -1.190, -1.645], [2.149, 1.012, 0.338], [1.264, 1.996, -0.667], [-0.683, 1.879, 1.052], [0.766, 1.667, 2.239], [0.961, -0.574, 1.118], [-0.969, -1.939, 0.592], [-2.535, -1.309, -0.203], [-0.755, -0.634, -2.524], [0.188, -2.118, -1.525], [-0.499, -0.279, -0.386]],
  "mulliken_charge": [-0.804, -0.780, 0.164, -0.503, -0.490, 0.413, 0.210, 0.292, 0.292, 0.313, 0.208, 0.203, 0.293, 0.257, -0.067]
}

=====

{
  "formula": "C5H9N",
  "method": "ωB97M-V/def2-TZVPD",
  "e_lumo_ev": 1.04,
  "homo_ha": -0.29437,
  "gap_ev": 9.052,
  "mol_weight_g_mol": 83.13,
  "total_energy_ha": -250.52905,
  "smiles": "C=CCNC=C",
  "de_lowest_kj_mol": 362.0,
  "species": ["C", "C", "N", "C", "C", "C", "H", "H", "H", "H", "H", "H", "H", "H", "H"],
  "positions_angstrom": [[-1.364, -0.190, -2.568], [-0.401, 0.291, -1.713], [0.581, -0.301, -0.952], [0.801, 0.359, 0.431], [0.542, -0.430, 2.678], [-0.090, -0.153, 1.506], [-1.348, -0.969, -3.270], [-1.931, 0.754, -2.777], [-0.189, 1.399, -1.763], [0.446, -1.288, -0.573], [0.478, 1.328, 0.216], [1.926, 0.181, 0.698], [0.119, -0.515, 3.763], [1.511, -0.497, 2.829], [-1.083, 0.030, 1.496]],
  "mulliken_charge": [-0.815, 0.013, -0.390, -0.402, -0.912, -0.038, 0.330, 0.175, 0.269, 0.326, 0.334, 0.218, 0.203, 0.276, 0.412]
}

=====

{
  "formula": "C5H9N",
  "method": "ωB97M-V/def2-TZVPD",
  "e_lumo_ev": 1.11,
  "homo_ha": -0.24519,
  "gap_ev": 7.783,
  "mol_weight_g_mol": 83.13,
  "total_energy_ha": -250.54352,
  "de_lowest_kj_mol": 324.0,
  "species": ["C", "C", "C", "N", "C", "C", "H", "H", "H", "H", "H", "H", "H", "H", "H"],
  "positions_angstrom": [[1.104, -0.745, -1.012], [0.596, 0.577, -1.510], [0.688, 0.319, -0.039], [-0.509, 0.080, 0.771], [-1.698, 0.455, 0.288], [-0.304, -0.530, 1.937], [0.432, -1.594, -1.113], [2.162, -0.977, -1.095], [1.302, 1.290, -1.926], [-0.388, 0.583, -1.965], [1.462, 0.824, 0.530], [-1.754, 1.284, -0.401], [-2.570, 0.095, 0.816], [0.598, -1.110, 2.075], [-1.122, -0.550, 2.643]],
  "mulliken_charge": [-0.425, -0.724, -0.274, 0.135, -0.699, -0.575, 0.245, 0.252, 0.229, 0.339, 0.442, 0.282, 0.258, 0.271, 0.245]
}

=====

{
  "formula": "C5H9N",
  "method": "ωB97M-V/def2-TZVPD",
  "e_lumo_ev": 0.74,
  "homo_ha": -0.34669,
  "gap_ev": 10.171,
  "mol_weight_g_mol": 83.13,
  "total_energy_ha": -250.57177,
  "smiles": "C=CC.CC#N",
  "de_lowest_kj_mol": 249.9,
  "species": ["C", "C", "C", "C", "C", "N", "H", "H", "H", "H", "H", "H", "H", "H", "H"],
  "positions_angstrom": [[2.048, -0.682, 0.245], [-0.497, -1.037, -0.218], [-1.835, -0.769, -0.207], [2.258, 0.727, -0.256], [-2.068, 0.691, 0.363], [1.979, -1.668, 0.833], [0.080, -1.916, -0.551], [0.083, -0.120, 0.004], [-2.616, -1.603, -0.385], [2.001, 0.918, -1.295], [3.389, 0.945, -0.269], [1.630, 1.447, 0.314], [-2.656, 1.222, -0.458], [-1.073, 1.108, 0.625], [-2.724, 0.736, 1.256]],
  "mulliken_charge": [0.593, -0.172, 0.042, -0.953, -0.681, -0.451, 0.249, -0.476, 0.267, 0.320, 0.302, 0.300, 0.218, 0.180, 0.262]
}

=====

{
  "formula": "C5H9N",
  "method": "ωB97M-V/def2-TZVPD",
  "e_lumo_ev": 0.91,
  "homo_ha": -0.41712,
  "gap_ev": 12.264,
  "mol_weight_g_mol": 83.13,
  "total_energy_ha": -250.65497,
  "smiles": "CC(C)CC#N",
  "de_lowest_kj_mol": 31.4,
  "species": ["C", "C", "C", "C", "C", "N", "H", "H", "H", "H", "H", "H", "H", "H", "H"],
  "positions_angstrom": [[-0.424, 1.492, -0.327], [-0.479, 0.114, 0.332], [-0.784, -0.994, -0.695], [0.843, -0.171, 1.107], [1.770, -0.783, 0.157], [2.217, -1.343, -0.750], [-0.232, 2.278, 0.412], [-1.374, 1.722, -0.822], [0.368, 1.527, -1.084], [-1.267, 0.131, 1.098], [-1.521, -0.655, -1.426], [-1.165, -1.892, -0.199], [0.105, -1.290, -1.273], [0.682, -0.881, 1.926], [1.261, 0.744, 1.544]],
  "mulliken_charge": [-1.427, 0.559, -1.375, -0.612, 0.370, -0.524, 0.381, 0.375, 0.322, 0.238, 0.371, 0.323, 0.363, 0.307, 0.329]
}

=====

{
  "formula": "C5H9N",
  "method": "ωB97M-V/def2-TZVPD",
  "e_lumo_ev": 1.11,
  "homo_ha": -0.33802,
  "gap_ev": 10.305,
  "mol_weight_g_mol": 83.13,
  "total_energy_ha": -250.53086,
  "smiles": "C1C[C@@H]2N[C@@H]2C1",
  "de_lowest_kj_mol": 357.3,
  "species": ["C", "C", "C", "C", "C", "H", "H", "H", "H", "H", "H", "H", "H", "H", "N"],
  "positions_angstrom": [[-1.225, -0.681, -0.315], [0.419, -1.385, -0.324], [1.064, -0.145, 0.192], [0.389, 1.138, -0.022], [-0.857, 0.847, -0.799], [-2.048, -1.239, -0.804], [-1.614, -0.907, 0.775], [0.993, -1.780, -1.128], [0.328, -2.277, 0.206], [2.194, -0.276, 0.208], [-0.277, 0.012, 1.544], [1.010, 1.942, -0.144], [-1.936, 1.435, -0.477], [-0.730, 1.062, -1.803], [0.477, 0.484, 1.320]],
  "mulliken_charge": [-0.926, -0.820, 0.225, -0.326, -0.534, 0.368, 0.288, 0.360, 0.361, 0.307, 0.291, 0.480, 0.238, 0.373, -0.685]
}

=====

{
  "formula": "C5H9N",
  "method": "ωB97M-V/def2-TZVPD",
  "e_lumo_ev": 1.08,
  "homo_ha": -0.33732,
  "gap_ev": 10.262,
  "mol_weight_g_mol": 83.13,
  "total_energy_ha": -250.57205,
  "smiles": "C=CN=C.C=C",
  "de_lowest_kj_mol": 249.1,
  "species": ["C", "C", "H", "H", "H", "H", "C", "C", "C", "N", "H", "H", "H", "H", "H"],
  "positions_angstrom": [[2.468, -2.182, 0.393], [1.205, -2.079, 0.783], [3.113, -2.933, 0.831], [2.916, -1.483, -0.299], [0.755, -2.751, 1.502], [0.546, -1.357, 0.319], [-1.143, 0.692, -0.008], [-0.418, 1.437, 0.835], [-1.930, 1.898, -1.763], [-1.254, 0.909, -1.382], [-1.690, -0.163, 0.376], [0.329, 2.116, 0.450], [-0.436, 1.182, 1.883], [-2.059, 2.090, -2.822], [-2.402, 2.625, -1.098]],
  "mulliken_charge": [-0.516, -0.276, 0.243, 0.247, 0.233, 0.086, -0.232, -0.592, -0.278, -0.414, 0.398, 0.277, 0.274, 0.263, 0.287]
}

=====

{
  "formula": "C5H9N",
  "method": "ωB97M-V/def2-TZVPD",
  "e_lumo_ev": -0.60,
  "homo_ha": -0.25933,
  "gap_ev": 6.453,
  "mol_weight_g_mol": 83.13,
  "total_energy_ha": -250.45290,
  "smiles": "C=CC(=C)NC",
  "de_lowest_kj_mol": 562.0,
  "species": ["C", "N", "C", "C", "C", "C", "H", "H", "H", "H", "H", "H", "H", "H", "H"],
  "positions_angstrom": [[-0.770, 1.584, 1.267], [-0.738, 0.270, 0.628], [0.170, 0.101, -0.399], [0.252, 0.837, -1.512], [0.519, -2.559, -0.195], [0.916, -1.255, -0.437], [-0.437, 1.605, 2.292], [-0.044, 2.232, 0.621], [-1.780, 1.990, 1.129], [-1.181, -0.521, 1.043], [-0.313, 1.805, -1.542], [1.162, 0.828, -2.150], [0.539, -2.884, 0.928], [-0.229, -2.991, -0.830], [1.934, -1.042, -0.844]],
  "mulliken_charge": [-0.770, -0.156, 0.446, -0.864, -0.721, -0.418, 0.285, 0.235, 0.281, 0.263, 0.342, 0.252, 0.254, 0.292, 0.279]
}

=====

{
  "formula": "C5H9N",
  "method": "ωB97M-V/def2-TZVPD",
  "e_lumo_ev": 1.02,
  "homo_ha": -0.29399,
  "gap_ev": 9.018,
  "mol_weight_g_mol": 83.13,
  "total_energy_ha": -250.45621,
  "de_lowest_kj_mol": 553.3,
  "species": ["C", "C", "C", "N", "C", "C", "H", "H", "H", "H", "H", "H", "H", "H", "H"],
  "positions_angstrom": [[1.830, -0.057, -0.316], [0.480, 0.222, 0.226], [-0.874, -0.138, 1.297], [-1.632, 0.177, 0.089], [-0.577, 1.129, -0.379], [-0.831, -0.968, -0.391], [1.808, -0.215, -1.403], [2.297, -0.927, 0.142], [2.469, 0.800, -0.135], [-1.263, -1.044, 1.786], [-0.682, 0.620, 2.018], [-0.668, 2.119, 0.080], [-0.609, 1.227, -1.475], [-0.540, -0.979, -1.410], [-1.208, -1.967, -0.128]],
  "mulliken_charge": [-1.263, 0.329, -0.331, -0.443, -0.334, -0.590, 0.285, 0.313, 0.357, 0.250, 0.287, 0.277, 0.301, 0.318, 0.245]
}

=====

{
  "formula": "C5H9N2",
  "method": "ωB97M-V/def2-TZVPD",
  "e_lumo_ev": [-7.35, -8.04],
  "homo_ha": [-0.43853, -0.42852],
  "gap_ev": [4.586, 3.621],
  "mol_weight_g_mol": 97.14,
  "total_energy_ha": -304.87650,
  "de_lowest_kj_mol": 928.2,
  "charge": 1,
  "species": ["C", "C", "C", "C", "C", "N", "N", "H", "H", "H", "H", "H", "H", "H", "H", "H"],
  "positions_angstrom": [[0.569, 0.047, -1.694], [-1.641, -0.048, 2.006], [-1.284, -1.578, 1.774], [-0.105, -1.049, -1.846], [2.219, 1.935, -1.234], [-0.601, -0.565, 1.171], [1.363, 0.913, -1.633], [-1.138, -0.951, -1.983], [-2.469, 0.543, 1.601], [-1.404, 0.300, 2.977], [-1.172, -2.130, 2.729], [-1.528, -2.095, 0.913], [0.133, -2.004, -1.357], [1.849, 2.285, -0.277], [1.954, 2.670, -2.005], [3.256, 1.726, -1.143]],
  "mulliken_charge": [0.793, -0.267, -0.259, -1.242, -0.604, -0.039, -0.042, 0.333, 0.249, 0.306, 0.305, 0.305, 0.287, 0.293, 0.288, 0.293]
}

=====

{
  "formula": "C5H9N2",
  "method": "ωB97M-V/def2-TZVPD",
  "e_lumo_ev": -4.30,
  "homo_ha": -0.53080,
  "gap_ev": 10.141,
  "mol_weight_g_mol": 97.14,
  "total_energy_ha": -304.96584,
  "de_lowest_kj_mol": 693.6,
  "charge": 1,
  "species": ["C", "C", "C", "C", "C", "N", "N", "H", "H", "H", "H", "H", "H", "H", "H", "H"],
  "positions_angstrom": [[-2.578, -0.504, 0.342], [-2.353, 0.506, -0.701], [1.343, -0.382, 1.457], [0.616, -1.171, 0.422], [1.891, 0.759, -0.935], [1.502, -0.299, -0.022], [-1.368, -0.503, -0.098], [-3.273, -0.773, 1.064], [-2.666, 0.156, -1.700], [-2.296, 1.585, -0.569], [0.610, 0.340, 1.922], [2.164, -0.658, 2.109], [0.532, -2.142, -0.003], [2.013, 1.581, -0.347], [2.838, 0.590, -1.324], [1.025, 0.915, -1.618]],
  "mulliken_charge": [-0.010, -0.457, -0.565, 0.304, -0.711, 0.021, -0.290, 0.353, 0.245, 0.268, 0.248, 0.287, 0.345, 0.353, 0.297, 0.311]
}

=====

{
  "formula": "C5H9N2",
  "method": "ωB97M-V/def2-TZVPD",
  "e_lumo_ev": -5.50,
  "homo_ha": -0.52094,
  "gap_ev": 8.676,
  "mol_weight_g_mol": 97.14,
  "total_energy_ha": -305.07194,
  "smiles": "CC1=NCC[NH+]=C1",
  "de_lowest_kj_mol": 415.1,
  "charge": 1,
  "species": ["C", "C", "C", "C", "C", "N", "N", "H", "H", "H", "H", "H", "H", "H", "H", "H"],
  "positions_angstrom": [[0.103, -1.051, -0.585], [1.895, 0.180, 0.415], [0.912, 1.431, 0.337], [-1.118, 0.044, 0.053], [-2.466, -0.538, 0.133], [1.448, -0.855, -0.693], [-0.535, 1.078, 0.402], [-0.351, -1.581, -1.489], [2.854, 0.545, 0.407], [1.783, -0.283, 1.407], [1.036, 2.214, 1.048], [0.911, 1.930, -0.632], [-3.128, -0.464, -0.745], [-3.053, 0.010, 0.914], [-2.392, -1.589, 0.473], [2.102, -1.070, -1.444]],
  "mulliken_charge": [-0.202, -0.511, -0.590, 0.949, -1.243, -0.075, -0.472, 0.323, 0.442, 0.301, 0.376, 0.367, 0.331, 0.347, 0.352, 0.306]
}

=====

{
  "formula": "C5H9N2",
  "method": "ωB97M-V/def2-TZVPD",
  "e_lumo_ev": -4.58,
  "homo_ha": -0.53120,
  "gap_ev": 9.878,
  "mol_weight_g_mol": 97.14,
  "total_energy_ha": -305.10869,
  "smiles": "C=CC(=C)C(N)=[NH2+]",
  "de_lowest_kj_mol": 318.6,
  "charge": 1,
  "species": ["C", "C", "C", "C", "C", "N", "N", "H", "H", "H", "H", "H", "H", "H", "H", "H"],
  "positions_angstrom": [[-1.991, -1.552, 0.097], [0.229, 0.086, -1.839], [-0.687, -1.468, 0.045], [0.212, -0.083, -0.480], [0.817, 0.768, 0.499], [2.024, 1.343, 0.377], [0.033, 0.938, 1.628], [-2.646, -2.367, 0.211], [-2.694, -0.761, -0.003], [0.735, 0.854, -2.298], [-0.316, -0.754, -2.340], [-0.038, -2.340, 0.100], [2.507, 1.615, -0.464], [2.539, 1.842, 1.166], [-0.873, 0.548, 1.549], [0.384, 1.569, 2.292]],
  "mulliken_charge": [-0.512, -1.011, -0.429, 0.227, 0.860, -0.390, -0.312, 0.315, 0.273, 0.368, 0.316, 0.339, 0.243, 0.265, 0.228, 0.220]
}

=====

{
  "formula": "C5H9N2",
  "method": "ωB97M-V/def2-TZVPD",
  "e_lumo_ev": -5.24,
  "homo_ha": -0.56160,
  "gap_ev": 10.037,
  "mol_weight_g_mol": 97.14,
  "total_energy_ha": -305.11985,
  "smiles": "CC1=[NH+][C@@H](C)N=C1",
  "de_lowest_kj_mol": 289.3,
  "charge": 1,
  "species": ["C", "C", "C", "C", "C", "N", "N", "H", "H", "H", "H", "H", "H", "H", "H", "H"],
  "positions_angstrom": [[0.108, -0.683, 1.449], [-0.381, 0.573, 0.784], [0.079, -1.064, -0.866], [-0.868, 1.774, 1.414], [1.149, -1.156, -1.867], [0.385, -1.583, 0.658], [-0.360, 0.371, -0.484], [-0.068, -0.824, 2.501], [-0.945, -1.399, -1.107], [-2.003, 1.756, 1.670], [-0.741, 2.665, 0.775], [-0.261, 1.827, 2.444], [1.804, -0.306, -1.444], [0.782, -0.897, -2.872], [1.686, -2.069, -1.799], [-0.365, 1.015, -1.255]],
  "mulliken_charge": [-0.249, 0.745, 0.077, -1.036, -1.030, -0.394, -0.148, 0.408, 0.395, 0.302, 0.355, 0.333, 0.288, 0.339, 0.353, 0.261]
}

=====

{
  "formula": "C5H9N2",
  "method": "ωB97M-V/def2-TZVPD",
  "e_lumo_ev": -8.66,
  "homo_ha": -0.43082,
  "gap_ev": 3.058,
  "mol_weight_g_mol": 97.14,
  "total_energy_ha": -304.77098,
  "de_lowest_kj_mol": 1205.3,
  "charge": 1,
  "species": ["C", "C", "C", "C", "N", "C", "N", "H", "H", "H", "H", "H", "H", "H", "H", "H"],
  "positions_angstrom": [[1.660, 0.263, 1.598], [0.385, -0.644, 1.354], [1.888, -1.294, 1.478], [-2.861, 1.370, -1.845], [-2.363, 1.886, -2.941], [-1.788, 0.547, -1.668], [2.239, -1.828, 0.233], [1.830, 0.843, 2.578], [1.975, 0.748, 0.641], [-0.266, -0.673, 2.250], [0.019, -0.623, 0.331], [2.239, -1.747, 2.414], [-3.807, 1.738, -1.396], [-1.444, 2.402, -2.840], [-1.494, -0.222, -2.347], [1.787, -2.766, 0.161]],
  "mulliken_charge": [-0.442, -0.326, 0.094, 0.136, -0.478, -0.515, -0.287, 0.298, 0.278, 0.288, 0.268, 0.402, 0.304, 0.307, 0.324, 0.348]
}